[1]
Below is a 3-piece molecular cluster, C29H26F3N3O3 overall in a non-equilibrium geometry, with properties calculated with ωB97M-V/def2-TZVPD.

Calculated values
multiplicity: 1
total energy: -49258.9201 eV
Kohn-Sham gap: 8.723 eV
SMILES: CCCOc1cc(F)c2c(c1CN)C(=O)N(c1ccccn1)C2=O.Fc1ccccc1.Fc1ccccc1
highest occupied orbital energy: -0.3298 hartree

Positions of all 64 atoms, in Å:
C 4.35 -3.63 0.85
C 4.74 -2.61 1.93
C 3.55 -2.07 2.71
O 3.35 -0.66 2.43
C 2.02 -0.34 2.21
C 1.16 -0.29 3.30
C -0.18 0.00 3.09
F -1.03 0.06 4.12
C -0.63 0.21 1.80
C 0.25 0.18 0.73
C 1.61 -0.10 0.90
C 2.55 -0.16 -0.27
N 3.46 1.00 -0.31
C -0.54 0.49 -0.51
O -0.19 0.96 -1.52
N -1.93 0.10 -0.15
C -1.89 -1.34 -0.33
C -2.40 -2.21 0.63
C -2.30 -3.57 0.45
C -1.69 -4.03 -0.71
C -1.25 -3.08 -1.61
N -1.34 -1.76 -1.45
C -1.99 0.51 1.25
O -2.91 1.05 1.74
H 4.15 -3.16 -0.11
H 3.45 -4.18 1.11
H 5.14 -4.36 0.68
H 5.28 -1.77 1.49
H 5.44 -3.10 2.60
H 3.70 -2.21 3.78
H 2.66 -2.62 2.42
H 1.53 -0.47 4.29
H 3.12 -1.07 -0.17
H 1.97 -0.28 -1.18
H 4.40 0.64 -0.42
H 3.23 1.54 -1.14
H -2.86 -1.81 1.52
H -2.67 -4.25 1.20
H -1.57 -5.08 -0.90
H -0.79 -3.42 -2.53
F -6.44 -1.52 -4.37
C -6.34 -1.21 -3.07
C -7.47 -1.25 -2.28
C -7.37 -0.93 -0.93
C -6.14 -0.57 -0.40
C -5.01 -0.53 -1.21
C -5.11 -0.86 -2.55
H -8.42 -1.52 -2.72
H -8.24 -0.96 -0.30
H -6.06 -0.31 0.65
H -4.05 -0.25 -0.80
H -4.24 -0.84 -3.20
F 4.25 3.54 -1.59
C 3.46 4.59 -1.33
C 3.22 5.52 -2.32
C 2.39 6.60 -2.04
C 1.83 6.74 -0.78
C 2.08 5.79 0.20
C 2.90 4.70 -0.07
H 3.68 5.40 -3.29
H 2.19 7.34 -2.80
H 1.18 7.58 -0.56
H 1.64 5.89 1.19
H 3.11 3.94 0.67

Atom charges from the Mulliken analysis, given in e for atoms 1 to 6: -1.17 -0.46 -0.51 -0.48 0.54 -0.87


[2]
Below is C29H26F5IN2O4PRuS3 as an isolated structure in a non-equilibrium geometry, with properties calculated with ωB97M-V/def2-TZVPD.

Calculated values
multiplicity: 5
total energy: -107725.4323 eV
Kohn-Sham gap (spin up / spin down): 6.800 / 5.998 eV
ΔE to the lowest compared entry with this formula, charge and spin: 24.0 kJ/mol
total charge: +1
highest occupied orbital energy (spin up / spin down): -0.3906 / -0.4000 hartree

Positions of all 72 atoms, in Å:
Ru -0.32 0.25 1.47
F 5.43 -1.05 -1.90
C 4.33 -1.56 -1.35
C 3.15 -0.83 -1.34
F 3.09 0.38 -1.90
C 2.03 -1.37 -0.73
F 0.90 -0.62 -0.70
C 2.04 -2.60 -0.07
S 0.68 -3.13 0.84
C 3.24 -3.33 -0.11
F 3.31 -4.51 0.49
C 4.37 -2.83 -0.76
F 5.50 -3.53 -0.78
C 2.47 3.13 -0.18
C 1.60 4.07 -0.71
C 0.24 3.87 -0.57
C -0.23 2.75 0.10
N 0.63 1.84 0.61
C 1.94 2.03 0.47
C -1.65 2.50 0.38
C -2.70 3.12 -0.29
C -4.00 2.84 0.10
C -4.23 1.98 1.16
C -3.13 1.37 1.76
N -1.89 1.61 1.35
H 3.54 3.25 -0.24
H 1.97 4.95 -1.22
H -0.46 4.60 -0.96
H 2.59 1.28 0.91
H -2.51 3.78 -1.12
H -4.83 3.29 -0.43
H -5.22 1.76 1.51
H -3.25 0.66 2.57
C 3.65 -0.15 6.45
C 2.86 -0.88 5.38
C 2.82 -2.38 5.61
O 1.49 -0.39 5.41
P 0.72 0.06 4.11
S 0.84 2.01 3.69
S 1.49 -1.01 2.50
O -0.81 -0.21 4.36
C -1.51 -1.15 5.22
C -1.01 -2.57 5.02
C -1.44 -0.66 6.66
H 4.68 -0.50 6.42
H 3.24 -0.35 7.44
H 3.64 0.92 6.27
H 3.29 -0.67 4.39
H 2.34 -2.61 6.56
H 3.83 -2.78 5.62
H 2.26 -2.87 4.81
H -2.54 -1.08 4.86
H 0.00 -2.67 5.39
H -1.04 -2.81 3.96
H -1.66 -3.25 5.56
H -0.42 -0.68 7.03
H -2.06 -1.28 7.29
H -1.80 0.37 6.71
I -6.64 -5.72 -0.61
C -5.13 -4.32 -0.14
C -4.57 -3.56 -1.15
C -3.59 -2.64 -0.84
C -3.17 -2.48 0.48
C -3.73 -3.25 1.49
C -4.72 -4.18 1.18
C -2.14 -1.45 0.75
O -1.81 -0.65 -0.15
O -1.62 -1.35 1.91
H -4.90 -3.68 -2.17
H -3.13 -2.04 -1.60
H -3.39 -3.13 2.51
H -5.16 -4.78 1.96

Atom charges from the Mulliken analysis, given in e for atoms 1 to 6: 0.56 -0.27 0.48 -0.08 -0.35 0.18